An isolated molecule of C8H14N2O6 at a distorted geometry, computed with the ωB97M-V functional and the def2-TZVPD basis.

```
30
C8H14N2O6 | OMol25 | the ωB97M-V functional and the def2-TZVPD basis
C -0.694 0.594 -1.824
C -0.775 0.844 -0.357
C 0.818 0.206 -2.020
C 1.401 0.493 -3.384
C 0.172 -0.215 1.650
C 1.641 -0.753 1.585
C -0.569 -1.078 2.634
C -2.039 -0.452 2.872
H -1.476 1.451 -3.496
H -1.168 2.635 -2.549
H -1.298 -0.249 -1.926
H 0.851 -0.932 -1.893
H 1.896 0.403 -0.247
H 2.447 0.223 -3.173
H 1.384 1.493 -3.634
H 0.895 -0.127 -4.180
H -0.100 -1.109 -0.173
H 0.157 0.782 1.963
H -0.196 -1.016 3.581
H -0.742 -2.098 2.179
H -3.830 -1.232 3.362
H 2.968 -1.270 2.621
N -1.353 1.646 -2.568
N -0.423 -0.265 0.332
O -0.835 1.965 0.182
O 1.616 0.985 -1.045
O 2.372 -0.777 0.655
O -2.221 0.680 3.027
O -2.896 -1.555 3.080
O 1.996 -1.273 2.748
```

Net charge ... 0
SMILES ... C[C@@H](O)[C@H](N)C(=O)N[C@@H](CC(=O)O)C(=O)O
2S+1 ... 1
Gap between HOMO and LUMO ... 9.214 eV
Energy above the lowest of the compared OMol25 structures with the same formula, charge and spin ... 61.2 kcal per mole

natural (NBO) population analysis, charges in e, atoms 1 to 2:
1. C -0.17
2. C 0.71



A structure of composition C8H14N2PSSn at a distorted geometry, computed with the ωB97M-V functional and the def2-TZVPD basis.

```
27
C8H14N2PSSn | OMol25 | the ωB97M-V functional and the def2-TZVPD basis
C 0.238 2.911 -0.422
C 1.348 3.388 0.320
C 1.088 3.211 1.713
C -0.207 2.610 1.839
C -0.750 2.463 0.524
Sn -1.392 -0.758 -0.483
P 0.341 -1.759 -2.592
H 0.110 2.950 -1.513
H 2.225 3.879 -0.103
H 1.776 3.434 2.525
H -1.744 2.074 0.285
H -0.645 2.221 2.764
H 1.203 -2.871 -2.266
H 1.162 -0.819 -3.301
H -0.376 -2.300 -3.714
S -0.979 -1.360 1.853
C -0.950 -3.060 1.450
N -1.988 -3.915 1.371
C -1.582 -5.221 0.863
C -0.070 -5.072 0.712
N 0.178 -3.696 1.105
H -2.953 -3.636 1.568
H -2.096 -5.458 -0.078
H -1.821 -6.007 1.587
H 0.258 -5.247 -0.315
H 0.462 -5.747 1.387
H 1.085 -3.224 1.102
```

Net charge ... +1
2S+1 ... 1
Gap between HOMO and LUMO (alpha / beta) ... 6.419 / 5.915 eV
Energy above the lowest of the compared OMol25 structures with the same formula, charge and spin ... 0.0 kcal per mole

natural (NBO) population analysis, charges in e, atoms 1 to 2:
1. C -0.28
2. C -0.27